{"formula": "C16H29FO8S2", "method": "the ωB97M-V functional and the def2-TZVPD basis", "elements": ["F", "C", "C", "C", "C", "C", "C", "H", "H", "H", "H", "H", "C", "S", "O", "C", "H", "H", "H", "H", "H", "H", "C", "S", "O", "C", "H", "H", "H", "H", "H", "H", "C", "O", "C", "O", "O", "C", "H", "H", "H", "H", "H", "H", "C", "O", "C", "O", "O", "C", "H", "H", "H", "H", "H", "H"], "coordinates": [[-35.403274, 25.324946, -5.629130], [-36.134850, 24.228995, -6.020011], [-35.819648, 22.992532, -5.613367], [-36.346952, 21.837172, -6.204070], [-37.475544, 21.992531, -7.087142], [-37.807688, 23.217100, -7.587003], [-37.114749, 24.347529, -7.109034], [-35.041212, 22.988702, -4.864752], [-35.973357, 20.829868, -6.093784], [-38.046729, 21.133453, -7.406723], [-38.530442, 23.206940, -8.389448], [-37.233533, 25.210741, -7.747125], [-38.646762, 19.564126, -6.366972], [-39.559527, 21.089448, -5.974907], [-41.065665, 21.017219, -6.355544], [-39.506700, 20.967752, -4.176047], [-37.776692, 19.331086, -5.753157], [-38.453757, 19.389721, -7.425475], [-39.314137, 18.737077, -6.124666], [-40.107018, 20.139661, -3.799237], [-39.806045, 21.949511, -3.809097], [-38.515920, 20.768219, -3.767834], [-34.042217, 16.471334, -11.100351], [-35.159651, 17.301160, -9.879473], [-34.637962, 17.107479, -8.460640], [-34.868470, 19.081493, -10.463187], [-34.035226, 15.393427, -10.938583], [-33.070225, 16.851991, -10.786602], [-34.336652, 16.870224, -12.071071], [-33.852555, 19.386874, -10.212683], [-35.492246, 19.836668, -9.984943], [-34.929560, 19.002832, -11.548633], [-36.254038, 25.535879, -13.896480], [-36.027105, 24.480504, -12.813573], [-36.995957, 23.532034, -12.609673], [-38.069354, 23.502859, -13.199671], [-36.599060, 22.573984, -11.750265], [-37.292512, 21.323528, -11.717022], [-37.027538, 26.241234, -13.592699], [-36.398296, 25.041783, -14.857297], [-35.370975, 26.169147, -13.981622], [-37.127382, 20.882523, -12.700044], [-38.319526, 21.286986, -11.353712], [-36.722125, 20.661504, -11.065490], [-36.389423, 22.017619, -9.798317], [-36.401809, 20.619515, -9.927900], [-36.880065, 19.868067, -8.938155], [-37.347232, 20.285190, -7.906454], [-36.900796, 18.662502, -9.315426], [-36.960090, 17.560865, -8.421498], [-35.748014, 22.254900, -8.949558], [-37.431012, 22.333734, -9.741012], [-35.900557, 22.506024, -10.641260], [-36.921263, 16.670578, -9.049169], [-37.903698, 17.699563, -7.893791], [-36.099301, 17.664187, -7.760845]], "forces_ev_per_angstrom": [[-0.7854, -0.8330, -0.0412], [-2.5392, 1.7780, -3.7213], [1.3913, -1.4961, 0.7789], [-2.2832, 0.9038, -1.0730], [0.3563, 4.0977, 3.9769], [1.3186, 1.7906, 1.6026], [0.9590, -0.3948, 0.1240], [0.2897, -0.5474, 0.0834], [0.1528, 0.0940, 0.7610], [-1.4303, 5.2683, 2.1387], [-0.3245, 0.8174, 0.1613], [0.1128, 0.7422, 0.6811], [-3.5870, -3.3453, 1.9211], [-3.3682, 0.3859, 0.7451], [2.5877, -0.7602, 0.5563], [0.3466, -0.4007, 0.4743], [0.1985, 0.7441, -0.2031], [-1.7642, -0.2276, 1.9108], [-0.6409, 0.0031, 0.6785], [-0.4876, 0.2323, -0.1994], [-0.3323, -0.2301, 0.0197], [0.3359, 0.1954, -0.4543], [0.4947, 1.0145, 1.7143], [4.0624, -0.0753, -2.6791], [1.7909, -0.0595, -2.0741], [3.9962, -3.5543, -0.2158], [-0.3999, 0.1183, -0.3568], [0.2831, -0.0946, -0.4854], [0.0617, -0.5153, -0.0151], [0.5796, -0.4829, -0.1917], [3.9653, -3.0277, -1.7446], [-0.3167, 0.2942, -0.0700], [0.0551, -0.8815, 1.1205], [-0.4727, 0.1289, -0.2703], [-1.6914, 0.6392, -3.0773], [1.6192, 0.3167, 1.1044], [-1.6839, 3.1332, -7.2093], [-0.9715, -0.4234, -5.2352], [-0.4329, -0.6301, -0.1248], [-0.4308, 0.0126, 0.3017], [0.4184, -0.6623, 0.4902], [-0.9793, 0.2629, -0.3962], [-0.1311, 0.7429, -0.4762], [-1.5298, 0.4703, -4.5993], [1.9802, 1.2781, 5.6239], [-1.5794, 1.6880, 8.7079], [-1.7889, 0.5856, 1.6070], [8.6335, -6.9156, -8.1895], [-1.6364, -1.0818, -1.8271], [-3.5641, 0.6748, 2.8913], [-0.8427, -0.1116, 0.6471], [0.6533, 0.2699, 0.4194], [1.1236, -1.0966, 2.5573], [-0.7256, 0.2592, 0.8516], [-0.0590, -0.6771, 0.0598], [-0.9879, -0.4176, 0.2199]], "orbital_gap_ev": 7.90, "lumo_energy_ev": 0.20, "de_lowest_kj_mol": 1967.3, "energy_ha": -2124.4033, "charge": 0}

{"formula": "C16H29HfN2OPSSi", "method": "the ωB97M-V functional and the def2-TZVPD basis", "elements": ["Hf", "Si", "P", "N", "H", "C", "H", "H", "H", "C", "H", "H", "H", "C", "H", "H", "H", "C", "H", "H", "H", "H", "H", "C", "C", "C", "C", "C", "C", "H", "H", "H", "H", "H", "C", "O", "C", "H", "H", "H", "C", "H", "H", "H", "S", "C", "C", "N", "C", "H", "H", "H"], "coordinates": [[-0.135948, 0.295167, 0.541542], [1.486000, 0.286529, -1.694138], [-1.933681, -0.554990, -1.306648], [0.323773, -1.593014, 0.852717], [-1.591309, 0.444967, 1.599913], [-3.670519, -0.664867, -0.762924], [-4.324657, -1.031359, -1.566896], [-4.018136, 0.323483, -0.435748], [-3.740480, -1.341958, 0.097923], [-2.086205, 0.446798, -2.827976], [-2.882161, 0.047160, -3.471317], [-1.141080, 0.452088, -3.383587], [-2.326666, 1.485977, -2.567729], [-1.614743, -2.238130, -1.950970], [-2.383807, -2.535350, -2.676420], [-1.604734, -2.949138, -1.115386], [-0.625778, -2.276887, -2.420853], [1.651579, 1.933665, -2.614962], [1.926854, 2.731643, -1.910478], [0.721243, 2.200716, -3.130508], [2.460728, 1.830930, -3.355514], [2.881639, 0.069302, -1.203779], [1.270797, -0.718633, -2.781563], [0.782660, -2.817493, 1.043751], [0.894986, -4.869048, 2.369644], [0.363772, -3.604356, 2.164009], [1.738163, -3.387060, 0.134165], [2.250327, -4.654875, 0.359070], [1.830906, -5.404616, 1.469134], [0.580867, -5.443318, 3.239401], [-0.367998, -3.154013, 2.838666], [2.046091, -2.766877, -0.714752], [2.986474, -5.063959, -0.331815], [2.239200, -6.399519, 1.637079], [-1.007410, 3.353433, 0.038772], [-0.572582, 2.209885, -0.287059], [-1.283772, 3.706333, 1.448568], [-1.992157, 4.546384, 1.472263], [-0.366129, 4.023304, 1.968184], [-1.728838, 2.862277, 2.001456], [-1.238616, 4.402618, -0.983226], [-2.311033, 4.651659, -0.993626], [-0.914980, 4.103532, -1.986018], [-0.693441, 5.309365, -0.678234], [2.469959, 1.197004, 4.325972], [3.240180, 2.037245, 2.987068], [2.530271, 1.876168, 1.825549], [1.376689, 1.088656, 1.989402], [1.212062, 0.666843, 3.266253], [4.159326, 2.591131, 3.083022], [2.759061, 2.256790, 0.826002], [0.373252, 0.038405, 3.572603]], "forces_ev_per_angstrom": [[1.7215, -5.2834, -0.2302], [-0.2765, 0.1305, 0.1034], [0.0627, -0.1907, -0.2647], [-1.0271, 3.5581, -0.1449], [-1.4303, 0.5520, 0.7347], [-0.3375, -0.0570, 0.0750], [0.1390, 0.0697, 0.1715], [0.0945, -0.2069, -0.0711], [0.0623, 0.1610, -0.1902], [-0.1590, 0.0901, -0.2516], [0.1776, 0.1215, 0.0732], [-0.1499, -0.0731, 0.1585], [0.0205, -0.2203, -0.0246], [0.0070, -0.0659, 0.0405], [0.1456, 0.0823, 0.1199], [-0.0053, 0.2131, -0.1201], [-0.1814, 0.0898, 0.0949], [0.4304, 0.0202, -0.4208], [-0.1210, -0.0410, -0.2008], [0.1650, 0.0921, 0.0747], [-0.2969, 0.3154, 0.0946], [0.2202, -0.1678, -0.0437], [0.1199, -0.1036, -0.0424], [0.6780, -1.6774, 0.0296], [0.2311, -0.0072, -0.3934], [0.3682, 0.2603, -0.5480], [-0.4446, 0.1488, 0.5391], [-0.2433, 0.0115, 0.2675], [-0.0295, 0.0527, 0.1149], [0.0666, 0.0087, -0.1633], [0.1930, -0.2093, -0.1443], [-0.0630, -0.2888, 0.2921], [-0.1377, 0.0054, 0.1409], [-0.0786, 0.1887, -0.0196], [1.0861, -2.1792, -0.6767], [-1.4853, 4.1553, 0.1796], [-0.5612, 0.2430, 0.6849], [0.2875, -0.1392, 0.0962], [-0.1553, -0.1392, -0.2097], [0.3284, 0.0650, -0.2936], [0.0002, 0.1918, -0.4637], [0.2657, 0.0126, 0.0058], [-0.0683, -0.0563, 0.3173], [-0.2216, -0.1716, -0.0769], [-0.2256, 0.3041, -1.6056], [-0.7884, -0.4058, -0.3836], [-0.6950, -0.7594, 1.1596], [0.8673, 0.3578, 2.4133], [1.1049, 1.0303, -1.5942], [0.0001, -0.0758, 0.2317], [0.0059, -0.1763, 0.5064], [0.3332, 0.1634, -0.1423]], "orbital_gap_ev": 5.42, "lumo_energy_ev": -0.43, "energy_ha": -1888.8133, "charge": 0}

{"formula": "C16H29N2O3PRe", "method": "the ωB97M-V functional and the def2-TZVPD basis", "elements": ["Re", "C", "O", "C", "O", "C", "O", "C", "P", "H", "H", "C", "H", "C", "H", "H", "H", "C", "H", "C", "H", "H", "C", "H", "H", "H", "C", "H", "H", "H", "C", "H", "H", "H", "C", "H", "H", "H", "H", "H", "C", "C", "N", "C", "C", "N", "H", "H", "H", "H", "H", "H"], "coordinates": [[-0.099670, -0.485981, -0.168791], [-2.089713, -0.718075, -0.189874], [-3.247974, -0.856113, -0.204784], [-0.361109, 1.348304, 0.273665], [-0.482701, 2.499184, 0.508032], [1.813648, -0.234356, 0.358775], [2.934496, -0.049129, 0.650550], [-1.490998, 0.920322, -3.274446], [-0.029583, 0.087624, -2.356955], [0.485130, -1.485519, -4.221147], [-2.346734, 0.268933, -3.010877], [1.435219, 0.948609, -3.224151], [1.164033, 0.989199, -4.297106], [-1.354298, 0.937666, -4.810394], [-1.042790, -0.031094, -5.220535], [-0.631537, 1.700109, -5.137189], [-2.331718, 1.188578, -5.258407], [-1.822857, 2.331284, -2.758172], [-0.995118, 3.033258, -2.926767], [0.942315, -2.464701, -2.374962], [-2.049435, 2.322227, -1.683541], [-2.707112, 2.718254, -3.295076], [-1.398754, -2.182918, -3.329234], [0.646291, -2.162665, -1.330709], [0.711338, -3.531059, -2.438206], [2.020156, -2.255514, -2.463527], [0.032793, -1.611868, -3.224768], [-1.355925, -3.277746, -3.431315], [-1.892347, -1.773291, -4.219663], [-2.035772, -1.969549, -2.450268], [2.743644, 0.153964, -3.096592], [3.042378, 0.066360, -2.038564], [3.541833, 0.701891, -3.627463], [2.661054, -0.848652, -3.538229], [1.643807, 2.388557, -2.725635], [1.761681, 2.416295, -1.629367], [0.817109, 3.055426, -3.000627], [2.563357, 2.797117, -3.181507], [-0.748036, -3.160869, -0.224903], [-0.369215, -2.589643, 0.197130], [0.566315, 0.634225, 3.368833], [-0.018234, -0.676820, 3.088245], [-0.397260, -1.226782, 1.935382], [-1.071363, -2.426210, 2.264864], [-0.947267, -2.630327, 3.601461], [-0.319572, -1.521302, 4.100780], [-0.158064, 1.215018, 3.974589], [1.491748, 0.503789, 3.962335], [0.785419, 1.192244, 2.444276], [-1.623763, -3.025068, 1.545926], [-1.275868, -3.475772, 4.182622], [-0.175980, -1.311415, 5.088589]], "forces_ev_per_angstrom": [[-0.4609, -1.4464, 2.2093], [-6.6000, -0.7653, -1.3087], [5.1729, 0.6759, 0.3847], [-0.5533, 7.3071, 1.1272], [0.5074, -5.6616, -1.0385], [7.1745, 0.8877, 0.7434], [-5.6192, -0.8923, -1.1264], [-0.8868, 1.8468, -0.8683], [-0.9565, -0.7021, -3.2965], [-0.3640, 0.1346, 0.1900], [0.4879, -0.3701, 0.2956], [2.6170, 2.1994, -1.5403], [-0.4661, -0.3327, 0.5431], [0.7373, -0.4160, 0.3825], [-0.1522, 0.2439, -0.0243], [-0.3546, -0.0783, 0.0168], [0.2198, -0.0317, 0.2632], [0.2819, -0.4236, 0.4309], [-0.4479, -0.0800, -0.0799], [0.1256, 0.1983, 1.0066], [-0.1087, 0.1290, -0.2538], [0.3096, -0.1546, 0.1534], [-0.2046, 0.1716, -0.1307], [0.6500, -0.5819, -0.0060], [0.2502, 0.0330, -0.0864], [-0.5632, -0.3358, 0.0346], [0.1278, 0.2560, -0.2874], [0.1021, 0.3047, -0.1102], [-0.0367, -0.2410, 0.3282], [0.2914, -0.1069, -0.3520], [-0.7674, -1.0324, 0.8029], [0.1848, 0.0239, -0.4501], [-0.3545, 0.0329, 0.0095], [0.3013, 0.5052, -0.0013], [-1.1244, -0.3579, 0.6506], [0.2136, 0.1199, -0.3264], [0.4638, -0.0808, 0.0156], [-0.1908, -0.1942, -0.0078], [0.8276, 1.1289, 0.6152], [-0.6169, -1.8116, -1.0587], [0.2131, 0.2250, -0.5463], [0.2510, 0.4680, 0.4497], [-1.3466, -1.5809, -0.4343], [0.7122, 2.1409, -2.8855], [0.8581, 1.0551, 3.6385], [-1.0977, -2.0669, 0.4331], [0.2892, -0.1071, -0.0435], [-0.2751, 0.1721, -0.0690], [0.0069, -0.2076, 0.6423], [0.1603, 0.1010, 0.4542], [-0.0938, -0.1202, 0.3852], [0.1045, -0.1811, 0.1259]], "spin_multiplicity": 4, "orbital_gap_ev": [8.60, 5.31], "lumo_energy_ev": [-14.67, -17.89], "de_lowest_kj_mol": 66.4, "energy_ha": -1380.0932, "s_squared": 3.774, "charge": 4}

{"formula": "C16H29N3O3S", "method": "the ωB97M-V functional and the def2-TZVPD basis", "elements": ["C", "C", "C", "C", "H", "H", "S", "C", "N", "N", "C", "O", "C", "N", "C", "O", "O", "C", "C", "H", "H", "H", "C", "H", "H", "H", "C", "H", "H", "H", "H", "H", "C", "H", "H", "C", "C", "H", "H", "H", "C", "H", "H", "H", "H", "H", "H", "H", "H", "H", "H", "H"], "coordinates": [[0.678355, 4.346556, -1.733871], [0.174550, 3.070974, -1.068056], [0.882267, 2.755909, 0.250937], [2.353672, 2.433404, 0.045487], [2.491831, 1.587697, -0.627562], [2.901530, 3.293363, -0.335958], [3.199173, 2.042956, 1.623466], [2.536085, 0.486156, 1.944252], [2.674813, -0.205985, 3.030874], [2.021943, -1.366696, 2.826976], [1.520161, -1.326525, 1.639072], [1.826162, -0.173781, 1.000678], [0.754069, -2.422818, 0.990346], [-0.468931, -1.925300, 0.390152], [-1.224795, -0.926882, 0.920952], [-0.834975, -0.132259, 1.740797], [-2.438292, -0.957254, 0.346592], [-3.462180, -0.002485, 0.724803], [-4.667875, -0.400468, -0.127440], [-4.956801, -1.425089, 0.090797], [-4.419146, -0.328697, -1.182980], [-5.505039, 0.257033, 0.085966], [-3.786899, -0.138174, 2.211714], [-4.606776, 0.526504, 2.468548], [-4.076924, -1.161631, 2.440163], [-2.919743, 0.123041, 2.812101], [-3.014339, 1.418275, 0.387675], [-3.828684, 2.112612, 0.574495], [-2.164485, 1.698641, 1.003446], [-2.730683, 1.478499, -0.661169], [-0.951239, -2.560631, -0.227399], [0.512110, -3.122407, 1.807044], [1.604855, -3.184322, -0.042827], [2.341957, -3.763495, 0.517152], [0.948709, -3.890761, -0.557717], [2.347635, -2.337857, -1.084452], [3.181404, -3.265037, -1.968849], [3.751473, -2.687486, -2.692346], [2.537173, -3.953285, -2.512190], [3.878793, -3.846513, -1.370431], [1.403314, -1.503230, -1.945700], [0.683969, -2.142979, -2.453128], [1.970778, -0.964241, -2.701948], [0.862034, -0.779886, -1.343208], [3.034593, -1.663372, -0.563606], [0.794501, 3.609071, 0.926920], [0.388414, 1.903738, 0.723307], [0.294356, 2.228312, -1.753438], [-0.891332, 3.181629, -0.860932], [0.067137, 4.582116, -2.602065], [1.707552, 4.240091, -2.066636], [0.623760, 5.182976, -1.040827]], "forces_ev_per_angstrom": [[-0.1269, -0.2301, -0.0045], [0.0730, 0.1639, 0.1704], [-0.1223, -0.1002, -0.2545], [-0.0122, -0.1382, 0.5459], [0.0302, 0.0784, -0.0921], [0.0778, -0.0408, -0.0446], [0.1773, 0.4220, -0.3419], [-0.0135, -0.3070, 0.3554], [0.6145, 1.5204, -0.0975], [-0.8238, -1.3441, -0.5425], [0.2951, -0.2995, 0.7294], [0.0654, -0.0454, -0.0724], [0.0450, -0.0721, 0.0845], [-0.1162, -0.3493, -0.2098], [-0.0172, -0.1724, -0.2147], [-0.1237, 0.2057, 0.3205], [-0.1332, -0.1014, -0.1492], [-0.4149, 0.4244, 0.2014], [0.4360, -0.0216, 0.1624], [-0.0649, -0.1056, 0.0285], [-0.0015, 0.0263, -0.1273], [-0.0903, 0.0821, 0.0307], [0.2470, -0.0654, -0.1920], [-0.1260, 0.0572, 0.0087], [-0.0758, -0.0900, 0.0277], [-0.0278, 0.0281, 0.0557], [0.1221, -0.2962, 0.0566], [-0.1209, 0.0708, -0.0092], [0.0292, 0.0740, 0.0086], [0.0021, 0.0406, -0.1144], [0.0163, 0.1000, 0.0498], [0.1415, 0.2204, -0.1261], [0.0592, 0.3518, 0.0575], [-0.0683, -0.0706, 0.0137], [-0.0147, -0.1384, -0.0375], [-0.0872, -0.2026, -0.1374], [-0.0488, 0.1964, 0.2189], [0.0712, 0.0219, -0.1073], [-0.0692, -0.1126, -0.0977], [0.0980, -0.1070, 0.0227], [0.2605, 0.1248, 0.1837], [-0.1369, -0.0746, -0.0947], [0.0355, 0.0456, -0.1274], [-0.0733, 0.0796, -0.0828], [-0.0390, -0.0403, 0.0009], [-0.0148, -0.0006, 0.0581], [0.0337, 0.0536, 0.0707], [-0.0927, -0.0778, -0.0206], [-0.0371, -0.0901, -0.0524], [0.0174, 0.0947, -0.1015], [0.1264, 0.0677, -0.0654], [0.0189, 0.1435, 0.0548]], "smiles": "CCCCSc1nnc([C@H](CC(C)C)NC(=O)OC(C)(C)C)o1", "orbital_gap_ev": 9.01, "lumo_energy_ev": 0.59, "de_lowest_kj_mol": 4.8, "energy_ha": -1415.2672, "charge": 0}